## w
This record from OMol25 describes the molecule C2H6NP. The level of theory is ωB97M-V/def2-TZVPD.

Bonds (Å) are listed after each position.
Positions of all 10 atoms, in Å:
1 H 0.945 1.445 2.817  P2 1.304
2 P 0.067 0.558 2.437  H1 1.304, N3 2.040
3 N 0.609 1.276 0.606  P2 2.040, C4 1.413
4 C 0.103 0.652 -0.557  N3 1.413, C5 1.535, H6 1.115, H7 1.111
5 C -0.253 -0.826 -0.339  C4 1.535, H8 1.058, H9 1.140, H10 1.175
6 H -0.756 1.113 -1.099  C4 1.115
7 H 1.002 0.680 -1.209  C4 1.111
8 H -1.028 -0.974 0.366  C5 1.058
9 H -0.450 -1.390 -1.310  C5 1.140
10 H 0.825 -1.263 -0.169  C5 1.175

- gap between HOMO and LUMO (spin up / spin down) (eV) = 8.20 / 8.55
- LUMO level (spin up / spin down) (Ha) = -0.0411 / -0.0147

Atom charges from the Löwdin analysis, given in e for atoms 1 to 8:
1 H -0.282
2 P 0.760
3 N -0.205
4 C -0.491
5 C -0.191
6 H 0.116
7 H 0.104
8 H 0.009

---

## x
This record from OMol25 describes a cluster of 2 separate species, C2H6NP in total. The level of theory is ωB97M-V/def2-TZVPD.

Bonds (Å) are listed after each position.
Positions of all 10 atoms, in Å:
1 C 0.599 -0.033 -0.029  N3 1.227, P4 1.816
2 C -1.655 -0.202 -0.143  N3 1.396, H6 1.102, H7 1.121, H8 1.020
3 N -0.433 0.284 -0.611  C1 1.227, C2 1.396
4 P 2.387 0.091 -0.326  C1 1.816, H9 1.349, H10 1.404
5 H 0.283 -1.138 1.470  no bonds
6 H -1.452 -0.207 0.941  C2 1.102
7 H -1.996 -1.204 -0.512  C2 1.121
8 H -2.471 0.368 -0.364  C2 1.020
9 H 2.479 0.862 0.777  P4 1.349
10 H 2.259 1.180 -1.202  P4 1.404

- gap between HOMO and LUMO (eV) = 9.57
- LUMO level (Ha) = 0.0226

Atom charges from the Löwdin analysis, given in e for atoms 1 to 8:
1 C -0.561
2 C -0.186
3 N -0.094
4 P 0.779
5 H 0.136
6 H 0.036
7 H 0.104
8 H 0.034

---

## y
This record from OMol25 describes a cluster of 2 separate species, C2H6NP in total. The level of theory is ωB97M-V/def2-TZVPD.

Bonds (Å) are listed after each position.
Positions of all 10 atoms, in Å:
1 C 0.894 0.375 -0.479  C2 1.446, N3 1.237, H5 1.175
2 C -0.169 0.398 0.502  C1 1.446, P4 1.821, H7 1.046
3 N 2.055 0.717 -0.224  C1 1.237, H8 1.048
4 P -1.812 0.285 -0.275  C2 1.821, H9 1.278, H10 1.365
5 H 0.465 0.161 -1.551  C1 1.175
6 H -0.200 -1.931 1.411  no bonds
7 H -0.015 0.593 1.518  C2 1.046
8 H 2.766 0.508 -0.965  N3 1.048
9 H -2.441 -0.120 0.761  P4 1.278
10 H -1.543 -0.985 -0.698  P4 1.365

- gap between HOMO and LUMO (spin up / spin down) (eV) = 8.97 / 7.75
- LUMO level (spin up / spin down) (Ha) = -0.0299 / -0.0203

Atom charges from the Löwdin analysis, given in e for atoms 1 to 8:
1 C -0.454
2 C -0.416
3 N 0.072
4 P 0.781
5 H 0.110
6 H 0.113
7 H 0.020
8 H 0.072

---

Which structure wins on stability? w wins.

---

## w
This record from OMol25 describes the molecule C2H4N2O2. The level of theory is ωB97M-V/def2-TZVPD.

Bonds (Å) are listed after each position.
Positions of all 10 atoms, in Å:
1 C 0.478 -0.342 1.137  N2 1.270, N6 1.370, H7 1.101
2 N -0.428 -1.210 0.941  C1 1.270, O3 1.414
3 O -0.802 -1.257 -0.422  N2 1.414, C4 1.420
4 C -0.742 0.013 -1.054  O3 1.420, O5 1.413, H8 1.094, H9 1.074
5 O 0.608 0.431 -1.029  C4 1.413, N6 1.359
6 N 1.084 0.501 0.242  C1 1.370, O5 1.359, H10 1.010
7 H 0.785 -0.225 2.187  C1 1.101
8 H -1.274 0.775 -0.477  C4 1.094
9 H -1.044 -0.114 -2.077  C4 1.074
10 H 1.335 1.428 0.552  N6 1.010

- gap between HOMO and LUMO (eV) = 9.88
- LUMO level (Ha) = 0.0279

Atom charges from the Löwdin analysis, given in e for atoms 1 to 8:
1 C -0.218
2 N 0.058
3 O -0.115
4 C -0.190
5 O -0.084
6 N 0.001
7 H 0.134
8 H 0.137

---

## x
This record from OMol25 describes the molecule C2H4N2O2. The level of theory is ωB97M-V/def2-TZVPD.

Bonds (Å) are listed after each position.
Positions of all 10 atoms, in Å:
1 H 1.992 0.936 -0.196  N2 1.005
2 N 2.111 -0.057 -0.296  H1 1.005, C3 1.296
3 C 0.971 -0.556 0.064  N2 1.296, N4 1.413, H8 1.045
4 N -0.117 0.187 0.575  C3 1.413, O5 1.370, C6 1.449
5 O -0.173 1.454 0.057  N4 1.370, H9 1.123
6 C -1.293 -0.514 0.101  N4 1.449, O7 1.251, H10 1.254
7 O -2.417 -0.093 -0.254  C6 1.251
8 H 0.869 -1.571 0.289  C3 1.045
9 H -1.163 1.860 -0.284  O5 1.123
10 H -0.779 -1.647 -0.056  C6 1.254

- gap between HOMO and LUMO (eV) = 10.45
- LUMO level (Ha) = 0.0097

Atom charges from the Löwdin analysis, given in e for atoms 1 to 8:
1 H 0.032
2 N 0.139
3 C -0.258
4 N -0.127
5 O -0.083
6 C -0.225
7 O 0.034
8 H 0.083

---

## y
This record from OMol25 describes a cluster of 2 separate species, C2H4N2O2 in total. The level of theory is ωB97M-V/def2-TZVPD.

Bonds (Å) are listed after each position.
Positions of all 10 atoms, in Å:
1 C 0.659 2.197 0.417  C2 1.431, H4 1.090, H5 1.090, H6 1.091
2 C -0.267 1.188 0.005  C1 1.431, N3 1.144
3 N -1.005 0.376 -0.320  C2 1.144
4 H 0.990 1.992 1.436  C1 1.090
5 H 0.179 3.175 0.380  C1 1.090
6 H 1.521 2.189 -0.253  C1 1.091
7 O 0.031 -4.202 -0.204  N8 1.190
8 N -0.177 -3.060 0.054  O7 1.190, O9 1.376
9 O -0.908 -2.394 -0.903  N8 1.376, H10 0.983
10 H -1.023 -1.462 -0.612  O9 0.983

- gap between HOMO and LUMO (eV) = 10.26
- LUMO level (Ha) = 0.0169

Atom charges from the Löwdin analysis, given in e for atoms 1 to 8:
1 C -0.056
2 C -0.234
3 N 0.165
4 H 0.093
5 H 0.092
6 H 0.093
7 O 0.006
8 N -0.129

---

Which structure wins on stability? y wins.

---

## w
This record from OMol25 describes the molecule C3H4F2O2. The level of theory is ωB97M-V/def2-TZVPD.

Bonds (Å) are listed after each position.
Positions of all 11 atoms, in Å:
1 O 1.771 -0.769 0.135  C2 1.372, H8 1.158
2 C 0.522 -0.462 0.612  O1 1.372, C3 1.473, C5 1.531, H9 1.184
3 C -0.447 -0.437 -0.497  C2 1.473, O4 1.501, C5 1.407, H10 1.212
4 O -1.872 -0.813 -0.209  C3 1.501, H11 1.031
5 C -0.037 0.819 -0.012  C2 1.531, C3 1.407, F6 1.361, F7 1.312
6 F -1.152 1.358 0.552  C5 1.361
7 F 0.832 1.680 -0.486  C5 1.312
8 H 2.455 0.117 -0.163  O1 1.158
9 H 0.376 -0.499 1.787  C2 1.184
10 H -0.097 -1.093 -1.453  C3 1.212
11 H -2.350 0.099 -0.265  O4 1.031

- gap between HOMO and LUMO (eV) = 10.55
- LUMO level (Ha) = 0.0199

Atom charges from the Löwdin analysis, given in e for atoms 1 to 8:
1 O -0.069
2 C -0.246
3 C -0.183
4 O -0.054
5 C -0.494
6 F 0.095
7 F 0.155
8 H 0.244

---

## x
This record from OMol25 describes a cluster of 2 separate species, C3H4F2O2 in total. The level of theory is ωB97M-V/def2-TZVPD.

Bonds (Å) are listed after each position.
Positions of all 11 atoms, in Å:
1 O -0.862 -1.710 -0.060  C2 1.176
2 C -1.595 -0.836 0.228  O1 1.176, C3 1.438, H6 1.061
3 C -1.302 0.538 -0.079  C2 1.438, F4 1.325, F5 1.375, H7 1.128
4 F -0.815 1.091 1.022  C3 1.325
5 F -2.486 1.172 -0.373  C3 1.375
6 H -2.489 -1.071 0.748  C2 1.061
7 H -0.580 0.707 -0.929  C3 1.128
8 C 2.590 -0.064 -0.154  O9 1.183, H10 1.146, H11 1.186
9 O 2.000 0.431 -1.052  C8 1.183
10 H 1.902 -0.677 0.527  C8 1.146
11 H 3.638 0.420 0.123  C8 1.186

- gap between HOMO and LUMO (eV) = 10.74
- LUMO level (Ha) = 0.0193

Atom charges from the Löwdin analysis, given in e for atoms 1 to 8:
1 O 0.128
2 C -0.207
3 C -0.395
4 F 0.103
5 F 0.052
6 H 0.130
7 H 0.171
8 C -0.161

---

Which structure wins on stability? x wins.

---

## w
This record from OMol25 describes the ion NO5S with charge -1. The level of theory is ωB97M-V/def2-TZVPD.

Bonds (Å) are listed after each position.
Positions of all 7 atoms, in Å:
1 O -1.632 0.854 -0.142  N2 1.207
2 N -0.982 -0.157 -0.029  O1 1.207, O3 1.202, S4 1.866
3 O -1.402 -1.270 0.144  N2 1.202
4 S 0.848 0.193 0.082  N2 1.866, O5 1.435, O6 1.441, O7 1.882
5 O 1.019 1.395 -0.682  S4 1.435
6 O 0.972 0.285 1.514  S4 1.441
7 O 1.775 -1.271 -0.652  S4 1.882

- gap between HOMO and LUMO (eV) = 9.41
- LUMO level (Ha) = 0.1470
- charge = -1

Charges computed using Löwdin, reported in e:
1 O 0.016
2 N -0.482
3 O 0.035
4 S 0.671
5 O -0.350
6 O -0.354
7 O -0.536

---

## x
This record from OMol25 describes the ion NO5S with charge -1. The level of theory is ωB97M-V/def2-TZVPD.

Bonds (Å) are listed after each position.
Positions of all 7 atoms, in Å:
1 O -1.519 -0.854 0.516  N2 1.228
2 N -0.953 0.011 -0.146  O1 1.228, O3 1.228, S4 1.802
3 O -1.580 0.838 -0.802  N2 1.228
4 S 0.836 -0.023 0.069  N2 1.802, O5 1.464, O6 1.407, O7 1.454
5 O 0.753 0.701 1.339  S4 1.464
6 O 1.092 -1.407 0.075  S4 1.407
7 O 1.372 0.733 -1.051  S4 1.454

- gap between HOMO and LUMO (eV) = 10.29
- LUMO level (Ha) = 0.1538
- charge = -1

Charges computed using Löwdin, reported in e:
1 O -0.013
2 N -0.458
3 O 0.003
4 S 0.437
5 O -0.336
6 O -0.297
7 O -0.336

---

## y
This record from OMol25 describes a cluster of 2 separate species, NO5S in total. The level of theory is ωB97M-V/def2-TZVPD.

Bonds (Å) are listed after each position.
Positions of all 7 atoms, in Å:
1 N -2.705 0.491 0.010  O3 1.255, O4 1.235
2 O 1.652 -1.395 -0.634  S7 1.453
3 O -1.469 0.602 0.200  N1 1.255
4 O -3.320 -0.574 -0.109  N1 1.235
5 O 2.039 1.012 -0.894  S7 1.465
6 O 2.123 -0.046 1.422  S7 1.486
7 S 1.681 -0.090 0.004  O2 1.453, O5 1.465, O6 1.486

- gap between HOMO and LUMO (spin up / spin down) (eV) = 7.28 / 4.29
- LUMO level (spin up / spin down) (Ha) = 0.0860 / 0.0397
- charge = -1

Charges computed using Löwdin, reported in e:
1 N -0.308
2 O -0.346
3 O -0.134
4 O -0.130
5 O -0.350
6 O -0.361
7 S 0.630

---

Which structure wins on stability? x wins.